# 1
Formula: C23H22ClIO4PdS
Source: the Open Molecules 2025 dataset
Level of theory: ωB97M-V with the def2-TZVPD basis set

Structure (XYZ):
```
53
Properties=species:S:1:pos:R:3:forces:R:3
Pd 1.3551 -1.1594 -0.0723 0.59 -0.57 0.61
I 4.0296 -1.8649 -0.4130 -0.43 -0.01 1.38
C 4.0123 -1.8447 1.7688 0.55 0.04 -0.86
C 5.2320 -1.7836 2.3819 -0.28 0.00 -0.46
C 5.2984 -1.7338 3.7814 -0.12 -0.02 0.31
C 4.1561 -1.8134 4.5266 0.24 0.05 -0.10
C 2.8923 -1.9092 3.9060 -0.19 -0.03 -0.38
C 1.7076 -1.9951 4.6668 -0.28 0.06 0.07
C 0.4790 -2.0050 4.0665 0.37 -0.17 0.19
C 0.3840 -1.9172 2.6683 0.18 -0.14 -0.94
C 1.5086 -1.8538 1.8729 -0.63 1.09 -1.10
C 2.7936 -1.8783 2.4802 -0.01 -0.03 -0.13
H 6.1332 -1.7591 1.7888 0.09 0.02 0.01
H 6.2624 -1.6234 4.2520 0.10 -0.05 0.11
H 4.1980 -1.7714 5.6067 0.01 -0.06 0.05
H 1.7949 -2.0405 5.7422 -0.01 0.01 0.13
H -0.4233 -2.0759 4.6579 -0.02 0.02 0.04
H -0.6027 -1.9160 2.2121 0.09 0.12 -0.02
C -1.7752 4.2556 -0.5543 0.07 -0.03 0.02
C -1.7428 3.3344 -1.7313 0.27 0.01 -0.06
C -2.9120 2.8594 -2.2997 0.07 -0.07 -0.07
C -2.8730 1.9802 -3.3714 0.19 0.07 0.01
Cl -4.3604 1.3385 -3.9964 -0.14 -0.08 -0.10
C -1.6640 1.5893 -3.9154 -0.24 0.09 0.08
C -0.4873 2.0629 -3.3589 0.16 0.17 0.08
C -0.5104 2.9243 -2.2666 -0.39 -0.15 -0.14
O 0.6070 3.4086 -1.6566 -0.29 0.33 -0.04
C 1.7877 2.6366 -1.7593 0.20 -0.39 0.03
C 1.5067 1.2167 -1.2322 0.00 0.92 0.39
O 1.5091 0.2579 -2.0231 0.13 -1.26 -0.02
O 1.2370 1.1090 -0.0113 0.03 0.24 0.54
H -2.7857 4.3316 -0.1614 -0.05 0.08 0.03
H -1.4228 5.2465 -0.8405 0.00 0.07 0.07
H -1.1135 3.8868 0.2276 0.04 0.03 0.06
H -3.8604 3.1584 -1.8818 -0.14 0.02 0.03
H -1.6302 0.9137 -4.7547 -0.03 -0.09 -0.08
H 0.4464 1.7285 -3.7766 0.12 -0.05 0.00
H 2.5163 3.1333 -1.1150 -0.10 -0.10 -0.09
H 2.1743 2.5994 -2.7845 -0.12 0.01 0.11
O -0.2386 -2.2974 -1.2941 0.84 -0.78 0.55
S -1.2743 -1.5312 -2.0488 -1.18 0.29 0.17
C -2.7958 -2.5528 -1.8004 0.38 0.30 0.05
C -3.2272 -2.2480 -0.3811 -0.13 0.10 0.13
C -3.2294 -0.7265 -0.3083 -0.04 -0.12 0.12
C -1.8775 -0.2722 -0.8371 0.13 0.01 -0.28
H -2.5292 -3.5917 -1.9724 0.13 0.00 -0.15
H -3.5424 -2.2250 -2.5200 -0.06 0.04 -0.17
H -2.4943 -2.6594 0.3153 -0.02 -0.06 0.04
H -4.2051 -2.6701 -0.1487 0.01 -0.06 -0.01
H -3.3939 -0.3524 0.7010 -0.01 0.02 0.06
H -4.0347 -0.3451 -0.9389 -0.01 0.10 -0.03
H -1.0982 -0.2410 -0.0574 -0.18 -0.04 -0.33
H -1.9185 0.6884 -1.3411 0.11 0.08 0.06
```
Forces are in eV/Å.

E_HOMO (spin up / spin down) ... -8.06 / -8.06 eV
Energy ... -2474.51566 hartree
Kohn-Sham gap (spin up / spin down) ... 7.1 / 7.1 eV
Molar mass ... 663.27 g/mol
Maximum force ... 0.033 Eh/bohr
Multiplicity ... 1

Atom charges from the Mulliken analysis, given in e for atoms 1 to 5: Pd 0.313; I 0.055; C -0.046; C -0.583; C -0.540

# 2
Formula: C23H22N
Source: the Open Molecules 2025 dataset
Level of theory: ωB97M-V with the def2-TZVPD basis set

Structure (XYZ):
```
46
Properties=species:S:1:pos:R:3:forces:R:3
C 3.3703 -0.6480 0.5410 0.07 0.17 -0.12
C 1.9200 -1.0502 0.9854 1.19 -0.97 0.58
C 1.7288 -0.5919 2.4468 0.17 -0.12 -0.07
C 1.0381 -0.2678 0.0497 -0.30 1.19 -0.27
C -0.3691 -0.0039 0.3468 -1.50 1.23 -1.05
N -0.9953 1.0704 -0.1413 2.05 -2.13 1.22
C -2.3846 1.2871 0.0204 -1.60 0.57 -0.50
C -3.3173 0.4726 0.6300 -0.51 0.13 -0.03
C -4.6785 0.8089 0.4752 0.34 0.39 -0.19
C -5.0610 1.9580 -0.2490 0.31 0.04 0.05
C -4.0941 2.7982 -0.8238 0.40 -0.32 0.26
C -2.7507 2.4384 -0.6961 -1.12 -0.87 0.63
C -1.5607 2.9915 -1.2671 0.90 0.33 -0.48
C -1.4342 4.1204 -2.0744 0.39 -0.34 0.28
C -0.1557 4.4503 -2.5423 0.24 -0.25 0.13
C 0.9478 3.6455 -2.2101 -0.55 -0.21 0.32
C 0.7972 2.4974 -1.4035 0.41 -0.08 -0.14
C -0.4664 2.1530 -0.9272 -0.37 1.49 -0.97
C 1.7243 -2.5621 0.8021 0.09 -0.50 0.14
C 1.0132 -3.3709 1.7025 -0.01 -0.19 -0.20
C 0.8428 -4.7433 1.4630 0.13 0.13 -0.20
C 1.4122 -5.3393 0.3340 -0.17 0.37 -0.12
C 2.1812 -4.5576 -0.5384 -0.07 0.27 0.17
C 2.3330 -3.1861 -0.2974 -0.05 -0.37 -0.04
H 4.0805 -1.4864 0.5633 -0.30 0.31 0.08
H 3.3448 -0.2302 -0.4800 0.28 -0.30 0.27
H 3.7560 0.1403 1.2056 -0.12 -0.21 -0.37
H 1.5146 -1.4288 3.1104 -0.08 0.32 0.00
H 2.6523 -0.1273 2.8117 -0.44 -0.01 0.04
H 0.9208 0.1378 2.4912 -0.05 0.09 0.42
H 1.0863 -0.6596 -0.9848 0.06 0.23 0.22
H 1.4304 0.7473 0.0711 0.41 -0.12 -0.30
H -1.0054 -0.6992 0.8890 0.11 0.10 0.05
H -2.9938 -0.3894 1.2023 -0.36 -0.05 -0.05
H -5.4585 0.1803 0.9079 0.36 0.16 -0.06
H -6.1227 2.2045 -0.3641 0.48 -0.17 0.10
H -4.3197 3.7141 -1.3751 -0.29 -0.42 0.20
H -2.3326 4.7020 -2.3049 0.53 -0.10 -0.01
H 0.0052 5.3312 -3.1653 -0.13 -0.27 0.17
H 1.9488 3.8909 -2.5776 -0.46 -0.06 0.16
H 1.6834 1.9077 -1.1857 -0.23 0.30 -0.27
H 0.6107 -2.9675 2.6332 -0.04 -0.10 -0.41
H 0.2628 -5.3430 2.1716 0.25 0.22 -0.29
H 1.2232 -6.3893 0.1060 0.21 0.27 0.19
H 2.6791 -5.0052 -1.4056 -0.26 0.14 0.38
H 2.9923 -2.6011 -0.9466 -0.39 -0.27 0.07
```
Forces are in eV/Å.

E_HOMO ... -11.82 eV
Energy ... -944.13895 hartree
Kohn-Sham gap ... 7.0 eV
Net charge ... +1
Energy above the lowest of the compared OMol25 structures with the same formula, charge and spin ... 0.000 eV
Molar mass ... 312.44 g/mol
SMILES ... CC(C)(CC=[N+]1c2ccccc2-c2ccccc21)c1ccccc1
Maximum force ... 0.062 Eh/bohr
Multiplicity ... 1

Atom charges from the Mulliken analysis, given in e for atoms 1 to 5: C -1.923; C 2.699; C -1.419; C -1.449; C -0.189

# 3
Formula: C23H22N2O3
Source: the Open Molecules 2025 dataset
Level of theory: ωB97M-V with the def2-TZVPD basis set

Structure (XYZ):
```
50
Properties=species:S:1:pos:R:3:forces:R:3
C -2.7145 -0.8507 3.9316 -0.01 -0.01 0.00
O -2.1682 -0.8712 2.6059 0.02 -0.01 -0.01
C -1.2020 0.0286 2.3778 -0.01 0.00 0.00
O -0.8202 0.8152 3.2078 -0.04 0.02 -0.01
C -0.6219 -0.0798 0.9857 0.06 -0.03 0.01
C 0.7877 -0.6551 1.1644 -0.01 0.00 0.00
N 1.3571 -1.0646 -0.1104 -0.03 -0.05 -0.01
C 2.8040 -0.9371 -0.1376 0.02 0.02 0.00
C 3.3710 -1.1052 -1.5252 -0.02 -0.02 0.00
C 4.6076 -0.5498 -1.8212 0.01 0.01 -0.01
C 5.1592 -0.6786 -3.0878 0.01 0.01 0.03
O 6.3725 -0.0940 -3.3018 0.00 -0.01 -0.01
C 4.4736 -1.3551 -4.0835 -0.02 -0.01 -0.02
C 3.2293 -1.9029 -3.7834 0.01 0.02 -0.01
C 2.4918 -2.5681 -4.8251 0.01 -0.01 0.00
N 1.9044 -3.0854 -5.6666 -0.01 0.01 0.00
C 2.6756 -1.7921 -2.5139 0.00 0.01 0.03
C -0.6913 1.3176 0.2850 0.00 0.06 0.05
C 0.6238 1.9240 -0.1508 0.00 -0.03 -0.03
C 1.3948 2.5669 0.7812 0.00 0.01 -0.01
C 2.6545 3.1124 0.4531 0.00 0.00 0.01
C 3.1375 3.0019 -0.8164 0.00 0.00 0.00
C 2.3747 2.3527 -1.8184 0.00 0.00 0.00
C 2.8779 2.2063 -3.1355 0.00 0.00 0.00
C 2.1588 1.5595 -4.0965 0.00 0.00 0.00
C 0.8870 1.0340 -3.7849 0.00 0.00 0.00
C 0.3733 1.1661 -2.5266 0.00 0.01 0.01
C 1.1006 1.8221 -1.4959 0.00 -0.02 0.00
H -3.4738 -1.6259 3.9483 0.00 0.00 0.00
H -1.9375 -1.0586 4.6649 0.00 0.00 0.00
H -3.1532 0.1219 4.1459 0.00 0.00 0.00
H -1.2084 -0.8091 0.4261 -0.01 0.01 -0.01
H 1.4071 0.0987 1.6670 0.00 0.00 0.00
H 0.7364 -1.5218 1.8323 0.00 0.01 0.00
H 0.9760 -0.4946 -0.8545 0.01 0.02 0.00
H 3.1332 0.0399 0.2506 0.01 0.00 -0.01
H 3.2354 -1.6976 0.5227 0.00 0.01 0.00
H 5.1539 0.0110 -1.0720 0.00 0.00 0.00
H 6.6603 -0.2640 -4.2046 0.00 0.00 0.00
H 4.8822 -1.4477 -5.0825 0.00 0.00 0.00
H 1.7099 -2.2260 -2.2982 0.00 -0.01 -0.01
H -1.3822 1.2550 -0.5529 0.00 0.00 0.01
H -1.1395 2.0176 0.9903 0.00 -0.01 0.01
H 1.0274 2.6443 1.7985 0.00 0.00 0.00
H 3.2341 3.6120 1.2187 0.00 0.00 0.00
H 4.1079 3.4059 -1.0797 0.00 0.00 0.00
H 3.8580 2.6113 -3.3600 0.00 0.00 0.00
H 2.5574 1.4451 -5.0962 0.00 0.00 0.00
H 0.3188 0.5174 -4.5480 0.00 0.00 0.00
H -0.6030 0.7505 -2.3145 0.00 0.00 -0.01
```
Forces are in eV/Å.

E_HOMO ... -8.39 eV
Energy ... -1224.90108 hartree
Kohn-Sham gap ... 8.7 eV
Energy above the lowest of the compared OMol25 structures with the same formula, charge and spin ... 1.813 eV
Molar mass ... 374.44 g/mol
SMILES ... COC(=O)[C@H](CNCc1cc(O)cc(C#N)c1)Cc1cccc2ccccc12
Maximum force ... 0.002 Eh/bohr
Multiplicity ... 1

Atom charges from the Mulliken analysis, given in e for atoms 1 to 5: C -0.707; O -0.339; C -0.394; O -0.598; C 1.469

# 4
Formula: C23H22N2O3
Source: the Open Molecules 2025 dataset
Level of theory: ωB97M-V with the def2-TZVPD basis set

Structure (XYZ):
```
50
Properties=species:S:1:pos:R:3:forces:R:3
C -3.3685 -0.7837 3.2295 -0.05 -0.03 -0.04
O -2.7318 -1.0182 1.9662 0.20 -0.19 0.08
C -1.3959 -0.8651 1.9748 -0.11 0.72 0.15
O -0.7622 -0.6476 2.9776 -0.03 -0.29 -0.16
C -0.8413 -0.8670 0.5700 -0.17 -0.35 -0.05
C 0.6543 -1.1388 0.5829 0.06 0.01 -0.04
N 1.1189 -1.4583 -0.7604 0.02 0.06 -0.02
C 2.5530 -1.7123 -0.8097 0.00 -0.06 0.05
C 2.9852 -1.9998 -2.2228 -0.02 0.07 0.01
C 3.7600 -1.0883 -2.9197 0.02 -0.03 0.02
C 4.1288 -1.3354 -4.2392 0.00 0.02 0.03
O 4.8930 -0.3911 -4.8546 -0.02 -0.05 -0.02
C 3.7200 -2.4975 -4.8696 0.06 0.07 -0.04
C 2.9363 -3.4085 -4.1629 -0.01 0.01 0.05
C 2.5097 -4.6167 -4.8152 -0.03 -0.10 -0.05
N 2.1724 -5.5822 -5.3396 0.01 0.04 0.02
C 2.5646 -3.1685 -2.8487 -0.02 -0.03 -0.02
C -1.2295 0.4284 -0.2173 0.22 0.18 0.14
C -2.0689 1.4457 0.5212 -0.04 -0.04 0.00
C -3.4020 1.5383 0.2335 -0.12 0.06 -0.02
C -4.2513 2.4357 0.9167 -0.01 -0.10 -0.10
C -3.7475 3.2396 1.8917 0.02 0.06 0.08
C -2.3705 3.1919 2.2197 0.00 -0.01 -0.01
C -1.8299 4.0305 3.2267 -0.08 0.02 0.00
C -0.5056 3.9885 3.5390 0.11 -0.03 0.00
C 0.3497 3.0986 2.8524 0.02 0.07 0.07
C -0.1429 2.2784 1.8828 -0.02 -0.01 -0.08
C -1.5169 2.2938 1.5309 -0.01 -0.01 -0.01
H -4.4291 -0.9364 3.0535 0.01 0.00 0.01
H -2.9992 -1.4780 3.9815 0.00 -0.01 0.00
H -3.1792 0.2369 3.5606 0.02 0.01 -0.02
H -1.3141 -1.7115 0.0623 0.00 0.02 -0.02
H 1.1932 -0.2886 1.0257 0.00 -0.03 0.01
H 0.8590 -1.9972 1.2260 0.00 -0.01 0.00
H 0.9009 -0.6977 -1.3961 -0.02 -0.03 0.00
H 3.1531 -0.8833 -0.4057 -0.03 0.01 0.01
H 2.7496 -2.5840 -0.1794 0.05 0.01 0.00
H 4.0975 -0.1740 -2.4473 0.00 0.01 -0.01
H 5.0855 -0.6675 -5.7565 0.01 0.02 -0.01
H 4.0027 -2.7015 -5.8951 -0.01 -0.02 0.00
H 1.9455 -3.8781 -2.3171 0.00 0.00 -0.01
H -0.3029 0.9136 -0.5413 0.00 -0.02 0.00
H -1.7604 0.1490 -1.1257 -0.01 -0.03 0.02
H -3.8199 0.8926 -0.5300 -0.02 0.00 0.01
H -5.3030 2.4781 0.6640 0.01 -0.02 -0.02
H -4.3902 3.9290 2.4264 0.02 0.01 0.01
H -2.4938 4.7119 3.7459 -0.01 -0.01 -0.01
H -0.1072 4.6346 4.3104 0.01 -0.01 0.00
H 1.4023 3.0632 3.1024 -0.01 0.01 0.01
H 0.5288 1.5987 1.3798 -0.01 0.00 -0.01
```
Forces are in eV/Å.

E_HOMO ... -8.28 eV
Energy ... -1224.89358 hartree
Kohn-Sham gap ... 8.7 eV
Energy above the lowest of the compared OMol25 structures with the same formula, charge and spin ... 2.017 eV
Molar mass ... 374.44 g/mol
SMILES ... COC(=O)[C@H](CNCc1cc(O)cc(C#N)c1)Cc1cccc2ccccc12
Maximum force ... 0.014 Eh/bohr
Multiplicity ... 1

Atom charges from the Mulliken analysis, given in e for atoms 1 to 5: C -0.663; O -0.299; C -0.066; O -0.598; C 1.502

# 5
Formula: C23H22N4O3S2
Source: the Open Molecules 2025 dataset
Level of theory: ωB97M-V with the def2-TZVPD basis set

Structure (XYZ):
```
54
Properties=species:S:1:pos:R:3:forces:R:3
C 3.1802 1.6936 1.5646 -0.34 -0.19 -0.25
C 1.9141 1.7553 0.7259 0.12 0.62 0.23
O 1.4129 0.4353 0.5336 0.01 -0.20 0.10
C 0.1510 0.1740 0.8649 -0.29 0.19 0.13
O -0.6213 1.0206 1.2933 0.21 -0.03 0.07
C -0.2171 -1.2242 0.6984 -0.26 -0.24 0.07
C 0.5596 -2.2790 0.1172 -0.21 -0.24 0.12
C 1.8316 -2.0954 -0.5916 0.21 -0.14 -0.18
C 1.9179 -1.2165 -1.6663 0.07 -0.18 -0.01
C 3.1112 -1.0521 -2.3417 -0.03 0.01 0.00
C 4.2469 -1.7595 -1.9673 0.04 -0.02 0.09
C 5.5400 -1.5926 -2.7059 -0.01 -0.07 -0.03
C 4.1522 -2.6471 -0.9023 0.07 0.06 -0.13
C 2.9603 -2.8187 -0.2247 -0.15 0.07 -0.01
C -0.0561 -3.4824 0.2489 -0.15 0.20 0.16
S -1.5920 -3.3996 1.0440 0.59 0.03 -0.28
C -1.4086 -1.7026 1.2179 0.07 -0.13 -0.16
N -2.3816 -0.9342 1.7947 0.24 0.21 0.30
C -3.5915 -1.4526 2.1496 -0.09 0.56 0.28
O -3.8018 -2.6461 2.1088 -0.36 -0.15 0.06
C -4.6296 -0.4050 2.4878 -0.02 -0.19 0.03
C -5.5125 -0.1768 1.2613 0.27 0.25 -0.19
S -4.5501 0.0442 -0.2739 -0.33 -0.14 -0.27
C -3.6827 1.4962 0.1360 -0.23 -0.25 0.01
N -3.9452 2.3252 1.1183 -0.59 -0.82 -0.20
N -3.0539 3.3126 1.0980 0.86 1.09 0.13
C -2.2259 3.0980 0.1002 -0.36 -0.34 -0.05
C -1.1047 3.8106 -0.3624 0.33 0.00 -0.32
C -0.4105 3.3118 -1.4217 -0.09 0.34 0.34
C -0.8037 2.0996 -2.0460 -0.25 -0.36 -0.01
C -1.8923 1.4206 -1.6075 0.49 -0.23 -0.59
N -2.5914 1.9249 -0.5618 -0.35 0.72 0.78
H 3.9057 1.0391 1.0882 0.13 -0.03 0.00
H 2.9582 1.3052 2.5553 0.01 -0.01 0.10
H 3.6031 2.6894 1.6615 0.07 0.11 0.02
H 1.1422 2.3647 1.2079 0.18 -0.08 -0.18
H 2.1284 2.1632 -0.2674 -0.07 -0.05 0.10
H 1.0403 -0.6653 -1.9725 -0.08 0.07 -0.01
H 3.1639 -0.3648 -3.1747 0.02 0.07 -0.09
H 5.5483 -0.6658 -3.2746 0.06 0.05 -0.05
H 6.3817 -1.5913 -2.0162 0.09 0.02 -0.01
H 5.6812 -2.4199 -3.4023 0.08 0.00 -0.07
H 5.0249 -3.2087 -0.6004 0.10 -0.05 0.04
H 2.9023 -3.5060 0.6066 -0.02 -0.04 0.10
H 0.2988 -4.4270 -0.1122 0.10 -0.20 -0.13
H -2.1558 0.0617 1.8403 -0.18 -0.21 -0.01
H -4.1573 0.5349 2.7747 -0.06 -0.08 0.03
H -5.2585 -0.7647 3.3032 0.09 -0.01 0.02
H -6.1323 -1.0497 1.0580 0.00 0.05 -0.02
H -6.1306 0.7099 1.3879 -0.06 -0.10 0.06
H -0.8291 4.7189 0.1458 0.05 0.12 0.04
H 0.4566 3.8319 -1.7989 0.06 0.08 -0.01
H -0.2304 1.7151 -2.8739 -0.02 -0.09 -0.08
H -2.2467 0.4910 -2.0265 0.01 -0.04 -0.04
```
Forces are in eV/Å.

E_HOMO ... -8.06 eV
Energy ... -2130.81627 hartree
Kohn-Sham gap ... 8.4 eV
Energy above the lowest of the compared OMol25 structures with the same formula, charge and spin ... 0.000 eV
Molar mass ... 466.59 g/mol
SMILES ... CCOC(=O)c1c(-c2ccc(C)cc2)csc1NC(=O)CCSc1nnc2ccccn12
Maximum force ... 0.027 Eh/bohr
Multiplicity ... 1

Atom charges from the Mulliken analysis, given in e for atoms 1 to 5: C -1.487; C -0.135; O 0.048; C 1.238; O -0.827